# 1
{"formula": "C3H8NOP", "method": "wB97M-V/def2-TZVPD", "total_charge": 0, "lumo_ev": [0.896, -3.262], "spin_multiplicity": 3, "elements": ["H", "H", "N", "H", "H", "O", "C", "H", "C", "H", "H", "P", "C", "H"], "positions_angstrom": [[0.4673, 0.6419, -1.4710], [-2.1795, 1.0610, -0.5760], [1.9166, 1.3284, -0.0323], [-0.8324, -0.9104, 1.8330], [1.3476, 0.6357, 0.4375], [-0.5540, 0.8434, -1.5446], [-1.2390, 0.5638, -0.3240], [-0.5920, 0.9667, 0.5078], [-1.2475, -1.4799, 0.9760], [4.0463, 0.1743, 0.5197], [-1.9403, -1.5648, -1.0199], [3.4638, 1.2087, -0.2063], [-1.4349, -0.8893, -0.1803], [-1.2221, -2.5795, 1.0803]], "forces_ev_per_angstrom": [[-3.035, 0.621, 0.015], [-0.085, 0.240, 1.115], [0.582, -0.462, 0.819], [-0.365, -0.384, -0.497], [-0.437, 0.148, -0.307], [3.148, -0.480, -0.493], [1.059, 0.571, -1.510], [-1.466, -0.112, -0.341], [1.577, -1.047, 1.270], [0.409, -0.368, 0.563], [1.432, 1.929, 1.444], [-0.302, 0.561, -0.938], [-1.957, -1.940, -1.213], [-0.560, 0.724, 0.072]], "mulliken_charge": [0.36, 0.22, -0.41, 0.25, 0.30, -0.55, -0.42, 0.22, -0.73, 0.11, 0.23, -0.03, 0.18, 0.27]}

---

# 2
{"formula": "C5H6FO3Tl", "method": "wB97M-V/def2-TZVPD", "total_charge": 1, "lumo_ev": [-4.164, -4.164], "spin_multiplicity": 2, "elements": ["O", "H", "C", "H", "C", "O", "H", "C", "C", "H", "H", "O", "F", "C", "H", "Tl"], "positions_angstrom": [[1.3436, -0.5416, -0.5301], [-2.5593, -2.1027, -1.0154], [-2.9541, -0.4712, 0.4628], [-0.1289, 1.5975, 0.8973], [0.6443, 1.5575, 0.1232], [1.8859, 1.1699, 0.7347], [-2.5602, 0.4945, 0.8006], [-2.4275, -1.1301, -0.5412], [0.4014, 0.4410, -0.8850], [-0.6273, -0.0297, -0.8615], [-3.7234, -0.9257, 1.1028], [3.0373, -0.7358, 0.9188], [0.6919, 0.8429, -2.1540], [2.1843, -0.0640, 0.3932], [0.7701, 2.5332, -0.3548], [4.0220, -2.6357, 0.9086]], "forces_ev_per_angstrom": [[0.709, -0.536, 0.470], [0.018, 0.384, 0.034], [0.576, -0.342, 0.046], [0.239, -0.004, -0.130], [-0.256, 0.197, -0.159], [0.597, -0.264, 0.292], [-0.317, -0.169, -0.216], [-0.508, -0.123, 0.472], [-1.295, 0.070, -0.583], [1.082, 0.513, -0.140], [0.098, 0.188, -0.284], [-0.175, 1.791, 0.143], [-0.073, -0.029, 0.288], [-1.932, 0.934, -0.333], [-0.032, -0.262, 0.084], [1.267, -2.348, 0.018]], "mulliken_charge": [-0.25, 0.33, -0.37, 0.29, -0.36, -0.30, 0.17, -0.37, 1.25, -0.66, 0.26, -0.59, -0.28, 0.90, 0.31, 0.67]}

---

| no. | total energy (Ha) |
| --- | --- |
| 1 | -590.2434 |
| 2 | -691.8554 |